ORCA calculation (ωB97M-V/def2-TZVPD) on a structure of composition C54H50O3P3RhS3Se4 at a distorted geometry.

Structure (ORCA input):
```
! wB97M-V def2-TZVPD RIJCOSX def2/J DEFGRID3
* xyz 0 5
Rh -0.80661 3.03808 0.45387
O 2.06556 3.16185 1.39743
S 1.31432 2.34732 0.41763
C 2.19100 2.58372 -1.15084
C 3.28313 3.39969 -0.97462
C 4.25423 3.61719 -1.96573
C 4.12805 2.93212 -3.13525
C 5.01938 2.89122 -4.35068
C 4.33510 1.88595 -5.30849
C 3.07980 1.46520 -4.58870
C 2.09439 0.60058 -4.95190
C 0.99117 0.46069 -4.09294
C 0.85681 1.11183 -2.87626
P -0.87167 1.06907 -2.26350
C -1.59626 2.60683 -2.88598
C -0.83020 3.68343 -3.32432
C -1.45798 4.82431 -3.80304
C -2.84190 4.89293 -3.84756
C -3.60901 3.82081 -3.41018
C -2.99216 2.68361 -2.91995
C -1.67642 -0.27867 -3.16914
C -1.52178 -1.55416 -2.62707
C -2.14196 -2.63929 -3.22296
C -2.90479 -2.45165 -4.36668
C -3.04334 -1.18469 -4.92134
C -2.43122 -0.09208 -4.32666
C 1.94475 1.93205 -2.40586
C 3.00065 2.10330 -3.33417
C 1.78714 0.66386 0.81606
C 2.88247 0.13438 0.17475
C 3.50468 -1.05848 0.58601
C 2.98190 -1.72251 1.65401
C 3.40872 -2.99447 2.33762
C 2.31692 -3.25015 3.40631
C 1.43513 -2.03331 3.35007
C 0.34738 -1.67737 4.09153
C -0.31165 -0.48457 3.76340
C 0.07396 0.36157 2.73695
P -0.90187 1.91502 2.63228
C -0.44144 2.64248 4.25356
C -1.21718 2.50056 5.40145
C -0.74070 2.95321 6.62450
C 0.51042 3.54410 6.71259
C 1.28326 3.69497 5.56967
C 0.80923 3.25455 4.34344
C -2.61939 1.35799 2.84079
C -3.56063 2.28197 3.30980
C -4.90580 1.95066 3.34706
C -5.32748 0.71404 2.87383
C -4.40093 -0.19779 2.38877
C -3.05052 0.11554 2.38050
C 1.20033 0.00604 1.94163
C 1.84313 -1.19653 2.29763
H 3.40742 3.85878 -0.00326
H 5.09401 4.27012 -1.76446
H 6.03106 2.58121 -4.08745
H 5.09845 3.88454 -4.79568
H 4.96967 1.02042 -5.50577
H 4.10076 2.33461 -6.27431
H 2.11421 0.06324 -5.89234
H 0.19093 -0.17885 -4.42997
H 0.25016 3.63472 -3.30911
H -0.86115 5.66518 -4.13211
H -3.32570 5.79074 -4.21283
H -4.68989 3.87813 -3.43070
H -3.58433 1.85121 -2.55998
H -0.93982 -1.70214 -1.72794
H -2.03959 -3.61235 -2.75970
H -3.40440 -3.29573 -4.82524
H -3.63316 -1.04654 -5.81911
H -2.52983 0.89436 -4.76235
H 3.31432 0.64563 -0.67148
H 4.37753 -1.40959 0.04914
H 4.39206 -2.86509 2.79492
H 3.48682 -3.82118 1.63028
H 2.73428 -3.40858 4.40190
H 1.71985 -4.12778 3.15215
H -0.02052 -2.28805 4.90757
H -1.18188 -0.21643 4.34943
H -2.18777 2.02635 5.35284
H -1.35109 2.83541 7.51132
H 0.88105 3.88870 7.66994
H 2.26152 4.15462 5.63213
H 1.40953 3.37986 3.45194
H -3.23629 3.26078 3.64554
H -5.62540 2.66597 3.72646
H -6.38218 0.46699 2.88067
H -4.71102 -1.15999 1.99867
H -2.35010 -0.62404 2.00439
Se -3.10579 3.70210 0.56515
Se -3.69152 5.82666 0.39986
Se -0.94338 7.07983 -0.03436
Se 0.25513 5.23513 0.20488
C -0.44865 -6.06373 3.25125
C -1.24104 -5.31090 2.19250
C -1.70199 -6.25509 1.09298
O -0.37950 -4.27579 1.71618
P -0.66913 -3.04365 0.63165
S -2.65476 -2.80864 0.43022
S -1.29285 0.65822 -0.36137
O -0.32201 -3.85776 -0.80778
C 1.03448 -4.19440 -1.07087
C 1.06784 -5.57426 -1.70234
C 1.65414 -3.13467 -1.97224
H -1.03845 -6.89190 3.65000
H -0.17542 -5.40215 4.07574
H 0.46326 -6.46727 2.80396
H -2.10977 -4.83721 2.66176
H -0.83559 -6.66639 0.56840
H -2.32917 -5.73074 0.37770
H -2.27248 -7.07984 1.53069
H 1.59032 -4.23450 -0.12452
H 0.57450 -5.55705 -2.67726
H 0.54276 -6.28571 -1.06430
H 2.10034 -5.91126 -1.83219
H 1.18922 -3.16114 -2.96227
H 2.73167 -3.29402 -2.07882
H 1.48826 -2.14607 -1.53951
*
```

Output
M: 1354.86 u
gap between HOMO and LUMO (spin up / spin down): 5.33 / 3.68 eV
LUMO (spin up / spin down): -0.678 / -2.334 eV
energy: -387720.739 eV
⟨S²⟩: 6.03

***

ORCA calculation (ωB97M-V/def2-TZVPD) on a cluster of 10 separate species, C54H52F8O2 in total at a distorted geometry.

Structure (ORCA input):
```
! wB97M-V def2-TZVPD RIJCOSX def2/J DEFGRID3
* xyz 0 1
F -4.68303 -0.09033 0.53985
C -4.19282 -1.30237 0.99068
C -3.78253 -2.25426 0.02744
C -3.44241 -3.49694 0.52551
C -3.40119 -3.80468 1.89527
C -3.79348 -2.80961 2.78888
C -4.13434 -1.53740 2.34566
H -3.67468 -2.05712 -1.00968
H -3.25746 -4.36840 -0.09594
H -3.14894 -4.78775 2.28393
H -3.71898 -3.00839 3.85943
H -4.40526 -0.73271 2.99974
F -5.31085 -0.01123 -3.33096
C -4.34388 -0.89832 -3.54248
C -4.63455 -2.25070 -3.50327
C -3.56512 -3.10477 -3.65168
C -2.30552 -2.66309 -3.80930
C -2.04333 -1.32720 -3.80620
C -3.05089 -0.45081 -3.70545
H -5.64100 -2.64674 -3.42889
H -3.78438 -4.14094 -3.60753
H -1.54173 -3.41620 -3.89931
H -1.03921 -0.91652 -3.90476
H -2.89478 0.60790 -3.71684
F -1.59607 6.98675 3.19858
C -1.98561 5.69616 2.89882
C -2.86306 5.53189 1.89216
C -3.10883 4.22567 1.53705
C -2.59172 3.13089 2.25331
C -1.86516 3.38756 3.41508
C -1.43216 4.66206 3.63251
H -3.34110 6.41597 1.49144
H -3.65936 3.95124 0.67285
H -2.94041 2.10777 2.02478
H -1.55421 2.60580 4.10105
H -0.60614 4.92388 4.33136
F -0.41126 4.26824 -3.26666
C -1.43822 3.70353 -2.62976
C -2.71272 4.18760 -2.85980
C -3.77248 3.60927 -2.18427
C -3.62745 2.49734 -1.41511
C -2.32575 2.04754 -1.14904
C -1.22267 2.62589 -1.82124
H -2.78193 5.00560 -3.53723
H -4.79568 3.96955 -2.37673
H -4.48959 1.99139 -1.04082
H -2.05359 1.23795 -0.44377
H -0.19502 2.26945 -1.69910
F 2.99348 3.57646 -1.91593
C 2.68217 3.75568 -0.57405
C 3.63460 3.46861 0.41439
C 3.30883 3.77264 1.73502
C 2.08438 4.24710 2.06625
C 1.08541 4.49403 1.05974
C 1.42421 4.30482 -0.27492
H 4.61662 3.13143 0.14601
H 4.03718 3.83454 2.55567
H 1.77831 4.36600 3.11823
H 0.18629 4.94973 1.36641
H 0.78134 4.55564 -1.11449
F 5.81200 -0.98161 1.61235
C 5.30157 -1.92787 0.77262
C 3.99117 -1.86299 0.33826
C 3.61871 -2.84498 -0.59209
C 4.47144 -3.79464 -1.07196
C 5.75783 -3.91712 -0.50297
C 6.16416 -2.91102 0.39965
H 3.35949 -1.03001 0.69021
H 2.63085 -2.81576 -1.00329
H 4.25019 -4.50016 -1.87096
H 6.49717 -4.65703 -0.78923
H 7.22317 -2.87128 0.75424
F 0.46820 2.31686 5.62326
C 1.65602 1.91397 5.11677
C 1.66001 0.80754 4.31012
C 2.90332 0.29305 3.90941
C 4.07897 1.04535 3.99044
C 3.98612 2.23527 4.70895
C 2.81033 2.66514 5.30132
H 0.73636 0.32206 4.24990
H 2.91457 -0.67864 3.39864
H 5.01869 0.67826 3.59682
H 4.88552 2.88782 4.78341
H 2.76487 3.55912 5.87605
F -1.76278 -6.18717 -2.67682
C -0.73162 -6.14652 -1.76816
C -0.26348 -7.30300 -1.20452
C 0.84069 -7.21137 -0.33082
C 1.20084 -5.97117 0.13875
C 0.48964 -4.85050 -0.23564
C -0.36021 -4.89718 -1.28800
H -0.67312 -8.22949 -1.58102
H 1.30683 -8.13695 -0.00462
H 1.97812 -5.97716 0.90230
H 0.59023 -3.94796 0.32245
H -0.87430 -4.01304 -1.66449
C 2.79231 -0.11518 -2.80845
C 1.87745 0.52971 -3.84227
C 2.51841 1.17401 -5.09455
O 0.64232 0.49274 -3.69959
H 3.36825 -1.01406 -3.03019
H 2.18799 -0.40240 -1.91985
H 3.45875 0.70932 -2.45880
H 2.02467 0.88884 -6.04853
H 3.57163 0.87688 -5.19194
H 2.51404 2.27299 -4.95378
C -0.34964 -0.86209 -0.63448
C -0.02169 -0.85979 0.82909
C -0.87946 0.05057 1.68646
O 0.81408 -1.56672 1.33583
H -0.03457 0.13646 -1.00147
H -1.43378 -0.80710 -0.73595
H 0.05320 -1.59343 -1.27589
H -0.55624 1.12571 1.66362
H -0.78777 -0.19042 2.77932
H -1.91382 0.06698 1.33821
*
```

Output
SMILES: Fc1ccccc1.Fc1ccccc1.Fc1ccccc1.Fc1ccccc1.Fc1ccccc1.Fc1ccccc1.Fc1ccccc1.Fc1ccccc1.CC(C)=O.CC(C)=O
M: 884.99 u
gap between HOMO and LUMO: 9.77 eV
ΔE to the lowest compared entry with this formula, charge and spin: 16.4 kcal/mol
LUMO: 0.598 eV
energy: -82674.435 eV

***

ORCA calculation (ωB97M-V/def2-TZVPD) on a cluster of 7 separate species, C54H52FI2N2O15S in total at a distorted geometry.

Structure (ORCA input):
```
! wB97M-V def2-TZVPD RIJCOSX def2/J DEFGRID3
* xyz 1 1
C 7.80038 -3.14967 2.13435
C 8.52107 -1.89646 1.30325
O 7.44790 -0.92808 1.02764
C 6.80905 -0.44013 2.26708
C 6.35576 1.14536 1.98936
O 6.48919 1.34477 0.53609
C 5.23552 1.80716 -0.08044
C 3.99790 0.70441 0.00449
O 2.75382 1.47850 0.04918
C 1.94268 1.20510 1.23926
N 0.48281 1.18774 0.77129
N 0.13246 2.30637 0.06651
C -1.23100 2.37153 -0.47230
C -1.53735 3.75798 -1.36511
C -2.51360 1.36646 -0.37942
S -4.20802 1.60035 -1.13266
C -2.07752 0.00354 0.49485
C -3.10560 -1.25924 0.75880
C -3.54816 -1.46157 2.32415
C -4.49350 -2.84019 2.35721
F -3.64542 -4.07610 2.18764
C -0.52355 0.11340 0.98355
C -0.03222 -1.21560 1.87465
I 0.52484 -3.13782 0.98944
C 0.03705 -1.04220 3.37841
C -0.37861 0.38065 4.14555
I 0.67286 -2.67776 4.74714
H 7.80000 -2.84905 3.26894
H 6.67922 -3.30275 1.77646
H 8.41569 -4.12027 1.89306
H 8.95309 -2.29208 0.28209
H 9.35866 -1.35380 1.92937
H 5.83086 -1.09096 2.41274
H 7.51051 -0.41690 3.20369
H 5.27560 1.29339 2.41363
H 7.04986 1.91895 2.53746
H 5.37384 2.20204 -1.19824
H 4.84510 2.75403 0.53162
H 3.99598 0.12992 -1.04228
H 4.13108 -0.09512 0.84608
H 2.03287 2.17108 1.93503
H 2.26269 0.30131 1.88846
H -0.71959 4.59710 -1.16560
H -2.63791 4.13333 -1.23208
H -1.35713 3.41981 -2.49496
H -4.86473 0.37333 -1.35664
H -2.73060 -2.27868 0.27897
H -4.10307 -0.99084 0.16353
H -4.24094 -0.59808 2.70427
H -2.66690 -1.66359 3.06934
H -5.16225 -2.78007 1.37098
H -5.18614 -2.89366 3.30104
H -1.48800 0.70952 3.88468
H -0.36297 0.26361 5.33367
H 0.38273 1.24165 3.90468
C 7.02902 3.30881 -3.37668
C 7.97661 3.16134 -4.30763
C 7.63106 3.00277 -5.73404
O 8.49764 2.86572 -6.58655
C 6.19870 3.01510 -6.09183
C 5.25111 3.16258 -5.16088
C 5.59666 3.32115 -3.73447
O 4.73008 3.45819 -2.88196
H 7.26528 3.42555 -2.32606
H 9.03161 3.15094 -4.06131
H 5.96244 2.89836 -7.14245
H 4.19611 3.17298 -5.40720
C -4.54604 5.78656 -5.43699
C -3.53782 4.92878 -5.25250
C -3.70353 3.71873 -4.42333
O -2.78068 2.93412 -4.25230
C -5.02624 3.49258 -3.80764
C -6.03447 4.35036 -3.99213
C -5.86876 5.56042 -4.82130
O -6.79160 6.34503 -4.99233
H -4.44111 6.67918 -6.04154
H -2.56185 5.08020 -5.69790
H -5.13118 2.59997 -3.20310
H -7.01043 4.19894 -3.54673
C -7.36606 -5.65536 1.34522
C -7.02269 -5.52865 2.63067
C -8.04216 -5.51622 3.69826
O -7.72892 -5.39829 4.87490
C -9.45480 -5.65079 3.29068
C -9.79817 -5.77750 2.00524
C -8.77871 -5.78992 0.93764
O -9.09194 -5.90786 -0.23900
H -6.63094 -5.66562 0.54976
H -5.99084 -5.42972 2.94581
H -10.18992 -5.64053 4.08614
H -10.83002 -5.87643 1.69009
C 2.07108 -0.99681 -5.73602
C 2.35843 -2.24936 -5.36879
C 2.47932 -2.62174 -3.94544
O 2.74427 -3.76749 -3.60846
C 2.26888 -1.55731 -2.94418
C 1.98153 -0.30476 -3.31141
C 1.86064 0.06762 -4.73476
O 1.59569 1.21338 -5.07174
H 1.97952 -0.70674 -6.77560
H 2.51488 -3.04154 -6.09114
H 2.36044 -1.84738 -1.90460
H 1.82508 0.48742 -2.58906
C -13.01486 -6.64962 7.98349
C -12.06727 -6.79710 7.05255
C -12.41282 -6.95567 5.62613
O -11.54624 -7.09271 4.77362
C -13.84518 -6.94333 5.26835
C -14.79277 -6.79585 6.19929
C -14.44722 -6.63728 7.62571
O -15.31380 -6.50024 8.47822
H -12.77860 -6.53288 9.03411
H -11.01227 -6.80750 7.29887
H -14.08144 -7.06007 4.21773
H -15.84777 -6.78546 5.95297
C 9.91320 6.57391 -0.10937
C 9.53888 5.53017 -0.85557
C 10.25006 5.18559 -2.10244
O 9.90689 4.23165 -2.78708
C 11.39126 6.03763 -2.49169
C 11.76558 7.08137 -1.74549
C 11.05440 7.42595 -0.49861
O 11.39757 8.37989 0.18603
H 9.40198 6.84083 0.80751
H 8.70438 4.89515 -0.58320
H 11.90247 5.77071 -3.40856
H 12.60007 7.71639 -2.01785
*
```

Output
M: 1273.88 u
gap between HOMO and LUMO: 6.37 eV
ΔE to the lowest compared entry with this formula, charge and spin: 261.2 kcal/mol
LUMO: -4.802 eV
energy: -120258.506 eV

***

ORCA calculation (ωB97M-V/def2-TZVPD) on a cluster of 10 separate species, C54H52N8O18 in total at a distorted geometry.

Structure (ORCA input):
```
! wB97M-V def2-TZVPD RIJCOSX def2/J DEFGRID3
* xyz 0 1
O 0.50026 3.37778 -5.56517
N 1.32212 2.64548 -5.04409
O 1.08978 1.57018 -4.58100
C 2.66125 3.10460 -4.70744
C 3.61525 2.38996 -3.86893
C 4.91300 2.89082 -3.55417
C 5.24787 4.06390 -4.10014
C 4.33568 4.74481 -4.89714
C 3.07312 4.32546 -5.18078
H 3.40146 1.45329 -3.37564
H 5.68522 2.39452 -2.98516
H 6.22761 4.51790 -4.08018
H 4.55855 5.72709 -5.28681
H 2.32113 4.88250 -5.71989
O -4.19681 2.41393 2.15174
N -3.82932 2.06845 1.04342
O -2.92990 2.56217 0.40447
C -4.58950 0.91970 0.44065
C -5.52268 0.19135 1.17253
C -6.13730 -0.97276 0.64966
C -5.75634 -1.26135 -0.69395
C -4.80379 -0.55034 -1.40977
C -4.18479 0.58687 -0.83511
H -5.91601 0.60642 2.08872
H -6.90776 -1.56577 1.11993
H -6.31894 -1.96526 -1.28925
H -4.58934 -0.73658 -2.45175
H -3.52986 1.19258 -1.44387
O -3.33669 4.74661 5.65488
N -3.04296 5.11072 4.49208
O -3.71066 5.95962 3.85270
C -1.95816 4.41842 3.78590
C -1.56285 4.80708 2.54815
C -0.39015 4.31912 1.97334
C 0.34126 3.28819 2.55775
C -0.07175 2.85747 3.84966
C -1.21925 3.36976 4.41532
H -2.24740 5.42147 1.98218
H -0.13252 4.70523 0.99818
H 1.07587 2.78051 1.95030
H 0.42424 2.08457 4.41803
H -1.63979 3.04429 5.35533
O -3.27350 2.30267 -4.68618
N -2.96917 1.15145 -5.02949
O -3.15169 0.23316 -4.22595
C -2.27941 0.93960 -6.37479
C -2.29373 -0.30862 -7.02424
C -1.66194 -0.45404 -8.26555
C -1.10677 0.65696 -8.88046
C -1.18734 1.93103 -8.40317
C -1.74622 2.02363 -7.11004
H -2.59174 -1.18953 -6.47506
H -1.49743 -1.37265 -8.80916
H -0.50873 0.74892 -9.77505
H -0.80798 2.85682 -8.80984
H -1.84687 3.01222 -6.68700
O -2.93432 -2.14794 1.81294
N -2.95689 -2.44260 3.02108
O -2.39010 -1.90915 3.93330
C -3.69189 -3.71176 3.40260
C -4.39207 -4.40188 2.43363
C -5.06729 -5.63291 2.69166
C -5.04494 -6.00432 4.01107
C -4.33312 -5.40106 5.03637
C -3.67024 -4.21526 4.74406
H -4.47036 -3.88831 1.48678
H -5.60621 -6.21741 1.96067
H -5.66390 -6.87500 4.16982
H -4.32506 -5.79939 6.04019
H -3.14038 -3.76692 5.57150
O 7.72989 -1.91371 1.53209
N 7.66475 -0.70490 1.59861
O 8.53359 0.03267 2.10672
C 6.55527 -0.04029 0.88613
C 6.64781 1.35602 0.55225
C 5.58368 2.08232 0.05354
C 4.43220 1.39248 -0.26852
C 4.36415 0.00110 -0.10585
C 5.39862 -0.74387 0.42031
H 7.55983 1.92498 0.65670
H 5.68366 3.15730 0.02454
H 3.58954 1.95322 -0.64519
H 3.49150 -0.59020 -0.34091
H 5.34178 -1.81776 0.52000
O 1.77614 -5.85310 2.86791
N 1.04044 -5.11788 2.27458
O 1.18351 -3.90548 2.31286
C -0.13182 -5.73509 1.58038
C -0.93236 -4.98445 0.81226
C -2.11578 -5.45805 0.31395
C -2.40149 -6.83407 0.49589
C -1.50551 -7.68023 1.08544
C -0.41909 -7.10459 1.70146
H -0.79072 -3.91815 0.71565
H -2.76801 -4.81392 -0.25709
H -3.33969 -7.21328 0.11856
H -1.61347 -8.75479 1.07771
H 0.32122 -7.83488 1.99302
O 2.90829 -1.55537 2.53871
N 2.64361 -1.09833 3.58884
O 1.57229 -0.57529 3.94278
C 3.69409 -1.12285 4.65669
C 5.03359 -1.58980 4.39341
C 5.98663 -1.41666 5.38135
C 5.72656 -0.79411 6.62081
C 4.40581 -0.37902 6.92481
C 3.39403 -0.55281 5.93900
H 5.32553 -2.06031 3.46616
H 6.90788 -1.83402 5.00251
H 6.46225 -0.62347 7.39284
H 4.14819 0.09959 7.85807
H 2.42047 -0.10657 6.07846
C 0.00954 3.30637 -1.84525
C -0.64516 4.54454 -2.28155
C -1.78086 4.40309 -3.27220
O -0.34118 5.67223 -1.85211
H 0.97189 3.40286 -1.34260
H 0.11932 2.64318 -2.70328
H -0.71638 2.86832 -1.16022
H -2.66184 4.01413 -2.76163
H -1.60418 3.59306 -3.97981
H -1.97937 5.39374 -3.68124
C 0.45265 -1.46566 -0.02617
C 0.23250 -0.08416 -0.59330
C -0.68625 0.05374 -1.80311
O 0.86651 0.85021 -0.18895
H 1.39519 -1.66993 0.48177
H 0.33641 -2.19666 -0.82631
H -0.29746 -1.69316 0.73124
H -1.39990 0.87084 -1.69754
H -1.37728 -0.76051 -2.02120
H -0.06288 0.37287 -2.63837
*
```

Output
SMILES: O=[N+]([O-])c1ccccc1.O=[N+]([O-])c1ccccc1.O=[N+]([O-])c1ccccc1.O=[N+]([O-])c1ccccc1.O=[N+]([O-])c1ccccc1.O=[N+]([O-])c1ccccc1.O=[N+]([O-])c1ccccc1.O=[N+]([O-])c1ccccc1.CC(C)=O.CC(C)=O
M: 1101.05 u
gap between HOMO and LUMO: 8.06 eV
LUMO: -0.965 eV
energy: -105591.278 eV

***

Q: Which of these has the lowest energy?
A: C54H50O3P3RhS3Se4